(1)
{
  "formula": "C12H22GeN4OPdS",
  "method": "ωB97M-V/def2-TZVPD",
  "symbols": ["Pd", "C", "C", "N", "N", "C", "N", "S", "C", "C", "C", "C", "C", "N", "H", "H", "H", "H", "H", "H", "H", "H", "H", "O", "H", "H", "C", "Ge", "C", "C", "C", "H", "H", "H", "H", "H", "H", "H", "H", "H", "H", "H"],
  "coordinates": [[-0.69164, 0.26346, 0.27032], [-0.19418, -3.74679, 1.83770], [-0.31961, -2.49015, 1.04371], [-0.58975, -1.33824, 1.54396], [-0.77904, -1.19037, 2.88668], [-1.08651, 0.04884, 3.19738], [-1.31643, 0.28560, 4.51382], [-1.22891, 1.43102, 2.14064], [-0.13257, -2.49452, -0.43897], [0.18558, -3.65221, -1.13310], [0.33272, -3.59673, -2.51278], [0.15397, -2.39107, -3.16293], [-0.15337, -1.27054, -2.40509], [-0.28730, -1.31565, -1.08727], [-0.57969, -3.57862, 2.83910], [0.85229, -4.05053, 1.92011], [-0.74483, -4.56300, 1.36971], [-1.06610, -0.44034, 5.16352], [-1.31657, 1.23594, 4.83722], [0.31971, -4.58460, -0.60587], [0.58410, -4.49208, -3.06557], [0.25134, -2.30157, -4.23520], [-0.29310, -0.29815, -2.85797], [-3.86961, -0.24635, 0.17459], [-3.96072, -1.10594, 0.59545], [-3.67696, 0.35363, 0.90364], [2.45680, 1.40187, -0.46599], [1.04160, 2.72509, -0.80191], [1.07616, 4.05090, 0.63800], [1.57228, 3.62064, -2.47472], [-0.69862, 1.86698, -0.98307], [3.43468, 1.88632, -0.49509], [2.44147, 0.62331, -1.23255], [2.33276, 0.92125, 0.50572], [2.00116, 4.62688, 0.58278], [1.02021, 3.56909, 1.61403], [0.23708, 4.74254, 0.55263], [2.54611, 4.09874, -2.35729], [0.85064, 4.38369, -2.76927], [1.64602, 2.89544, -3.28722], [-0.84742, 1.55412, -2.02216], [-1.50371, 2.56208, -0.73671]],
  "forces_ev_per_angstrom": [[-0.092, -0.132, -0.205], [0.010, 0.002, 0.082], [0.042, 0.108, -0.411], [-0.076, -0.085, 0.110], [-0.048, -0.068, -0.220], [0.138, 0.066, 0.355], [-0.001, -0.042, -0.089], [-0.024, 0.069, -0.045], [-0.047, 0.032, 0.332], [-0.007, 0.069, -0.116], [-0.008, -0.011, 0.068], [-0.005, 0.035, -0.035], [0.031, -0.029, 0.021], [0.084, 0.068, 0.181], [0.006, -0.003, -0.008], [0.002, -0.006, -0.024], [-0.019, -0.003, 0.006], [-0.014, 0.000, -0.002], [-0.029, 0.003, -0.024], [0.001, 0.004, 0.027], [-0.005, 0.006, -0.018], [0.010, -0.016, 0.000], [0.003, -0.018, -0.026], [-0.174, -0.094, -0.020], [-0.002, -0.041, 0.012], [0.183, 0.111, -0.007], [0.011, -0.030, 0.002], [0.113, 0.046, -0.096], [-0.026, -0.002, 0.017], [-0.053, 0.030, -0.004], [0.043, -0.045, 0.109], [0.016, -0.013, 0.005], [0.000, 0.004, 0.002], [-0.020, 0.028, -0.005], [0.007, 0.002, 0.025], [-0.004, -0.015, -0.004], [-0.001, 0.002, -0.018], [0.011, 0.001, -0.002], [-0.011, 0.001, 0.014], [0.002, -0.008, -0.001], [-0.068, -0.072, 0.038], [0.025, 0.047, -0.024]],
  "e_tot_ev": -91640.442,
  "relative_energy_kj_mol": 0.0,
  "e_lumo_ha": -0.0172,
  "homo_ev": -7.9,
  "spin_multiplicity": 1,
  "homo_lumo_gap_ev": 7.447
}

***

(2)
{
  "formula": "C12H22IrO7PS2Sb",
  "method": "ωB97M-V/def2-TZVPD",
  "symbols": ["Ir", "O", "S", "O", "O", "C", "C", "C", "C", "C", "C", "S", "O", "O", "O", "H", "H", "H", "H", "C", "P", "C", "C", "O", "H", "H", "H", "H", "H", "H", "H", "H", "H", "C", "Sb", "C", "C", "H", "H", "H", "H", "H", "H", "H", "H", "H"],
  "coordinates": [[0.36184, -0.22625, 1.92512], [3.42939, 0.92828, -0.40551], [2.33875, 0.08729, -0.03464], [1.08346, 0.93513, 0.17021], [2.43259, -0.71486, 1.18952], [2.17157, -1.04469, -1.39392], [3.38501, -1.43254, -1.95238], [3.39780, -2.35724, -2.98881], [2.21601, -2.88102, -3.48234], [0.99630, -2.49642, -2.93819], [0.97912, -1.59675, -1.88876], [-0.55517, -1.05184, -1.27108], [-1.64473, -1.76464, -1.82296], [-0.57158, 0.42283, -1.70030], [-0.47141, -1.22874, 0.21029], [4.31045, -1.01754, -1.57904], [4.34429, -2.66237, -3.41325], [2.23616, -3.58644, -4.30169], [0.06135, -2.88704, -3.31695], [-2.03810, -2.43494, 3.00862], [-2.14360, -0.81188, 3.72596], [-3.40826, 0.13279, 2.91693], [-2.49575, -0.97342, 5.45213], [-0.75127, -0.08085, 3.53877], [-2.92215, -3.02148, 3.26472], [-1.15371, -2.93399, 3.40826], [-1.95975, -2.36771, 1.92291], [-4.37201, -0.37137, 3.00513], [-3.15790, 0.24939, 1.86185], [-3.47735, 1.11503, 3.38653], [-3.45581, -1.47626, 5.58126], [-2.54407, 0.01257, 5.91573], [-1.71273, -1.56049, 5.93248], [0.61452, 2.20390, -3.66904], [0.49055, 2.19050, -1.58737], [-1.27496, 3.12745, -1.02561], [1.87394, 3.57174, -0.81370], [0.44880, 3.26543, -3.86794], [-0.17089, 1.57842, -4.08281], [1.59531, 1.87744, -4.00306], [-1.24143, 4.13950, -1.42882], [-1.30814, 3.15600, 0.06280], [-2.12999, 2.57984, -1.41200], [1.68801, 4.45140, -1.43278], [2.89791, 3.22279, -0.89400], [1.60764, 3.73306, 0.22773]],
  "forces_ev_per_angstrom": [[0.326, -0.654, 0.676], [-0.056, -0.204, 0.355], [2.042, -0.078, -0.905], [0.081, 0.384, -0.744], [-1.095, 0.329, 0.160], [-0.230, -0.131, -0.212], [-0.127, 0.075, 0.105], [-0.018, -0.071, -0.064], [0.067, -0.026, -0.046], [-0.093, 0.030, 0.116], [0.414, 0.088, -0.009], [-0.043, 0.336, 0.392], [0.066, 0.125, -0.175], [-0.531, -1.323, 0.450], [-0.067, 0.511, 0.317], [0.006, 0.009, -0.010], [0.007, 0.012, 0.001], [-0.007, -0.018, 0.016], [0.002, -0.010, -0.006], [-0.041, -0.119, -0.091], [0.444, -0.089, 0.018], [-0.097, 0.176, -0.018], [0.046, 0.180, 0.198], [-0.888, -0.362, -0.529], [-0.003, 0.021, 0.003], [-0.026, -0.037, 0.004], [0.010, -0.014, 0.002], [0.021, -0.016, -0.006], [-0.023, -0.028, 0.001], [-0.016, -0.003, -0.026], [0.016, 0.001, -0.015], [0.008, -0.023, 0.027], [-0.008, 0.001, 0.007], [0.213, -0.198, 0.077], [-0.601, 0.903, 0.203], [-0.128, -0.125, 0.114], [0.266, -0.304, -0.062], [0.094, -0.067, -0.309], [-0.037, 0.082, 0.006], [0.018, 0.126, -0.108], [-0.065, 0.035, 0.090], [-0.054, 0.121, -0.008], [0.007, 0.048, -0.045], [0.102, 0.098, 0.121], [0.013, 0.090, -0.053], [-0.012, 0.120, -0.021]],
  "charge": 2,
  "e_tot_ev": -67450.991,
  "relative_energy_kj_mol": 149.6,
  "e_lumo_ha": [-0.2972, -0.2741],
  "homo_ev": [-15.5, -15.8],
  "s2": 0.97,
  "spin_multiplicity": 2,
  "homo_lumo_gap_ev": [7.421, 8.300]
}

***

(3)
{
  "formula": "C12H22N",
  "method": "ωB97M-V/def2-TZVPD",
  "symbols": ["C", "C", "C", "C", "C", "C", "C", "C", "C", "C", "C", "C", "N", "H", "H", "H", "H", "H", "H", "H", "H", "H", "H", "H", "H", "H", "H", "H", "H", "H", "H", "H", "H", "H", "H"],
  "coordinates": [[-1.07500, 2.74783, 0.20614], [0.83062, 1.07421, 1.87709], [-2.08847, 0.49978, -0.54515], [-3.13298, -0.25731, 0.09061], [-1.47981, 1.55761, -0.09011], [-4.02906, -1.26681, -0.47887], [3.01697, 1.56963, -0.21281], [-0.47627, -2.10889, -0.01392], [2.45125, -1.15346, 0.63832], [1.93203, 0.79057, -1.00387], [0.55258, -1.42921, -0.90286], [1.38160, -0.33298, -0.04277], [0.52990, 0.42308, 0.84402], [-0.08272, 3.01868, 0.41642], [-1.86948, 3.43657, 0.28453], [1.71744, 0.88100, 2.51865], [0.05266, 1.80740, 2.34450], [-2.06369, 0.19309, -1.61492], [-3.42927, -0.05658, 1.15887], [-3.60192, -2.20914, -0.26356], [-4.11908, -1.27778, -1.57661], [-4.93767, -1.17851, 0.11335], [3.11285, 2.60669, -0.52988], [2.75944, 1.72371, 0.83195], [3.95874, 1.00407, -0.43462], [-1.23786, -2.43554, -0.80903], [-0.97922, -1.35077, 0.53074], [-0.23696, -3.06949, 0.52374], [3.47257, -0.88048, 0.15599], [2.09355, -2.21577, 0.49283], [2.46644, -0.90986, 1.72466], [2.26600, 0.36303, -1.89646], [1.08881, 1.38592, -1.31209], [1.15897, -2.19847, -1.44995], [-0.00298, -0.75182, -1.57495]],
  "forces_ev_per_angstrom": [[-0.875, -1.374, -0.296], [-0.889, -0.214, 1.589], [-4.922, -4.638, -1.710], [1.606, 2.055, 0.947], [2.152, 1.996, 1.537], [0.039, 1.164, -0.753], [0.158, -0.151, -1.702], [-1.200, -2.123, -2.473], [1.153, -0.061, 0.152], [-0.387, 0.208, 2.771], [0.103, 2.002, 0.982], [0.329, -1.262, -1.683], [-1.230, 1.106, -0.504], [0.985, 0.268, 0.407], [-0.714, 1.210, -0.266], [-0.252, 0.286, -0.588], [1.332, -1.308, -0.882], [0.515, 0.742, 0.586], [0.900, 0.119, -0.991], [0.549, -1.387, 0.625], [-0.271, 0.368, 0.451], [-0.398, -0.303, -0.614], [0.264, -0.079, -0.606], [0.348, -0.696, 0.147], [-0.530, 0.979, 0.905], [0.612, 0.025, 1.240], [-0.234, 0.170, 1.209], [0.163, 1.394, -0.224], [-1.661, -1.173, 1.066], [1.352, 0.977, 0.552], [0.426, -0.409, -0.704], [1.019, -0.833, -1.259], [-0.399, 0.505, 0.070], [-0.197, 1.243, 0.412], [0.151, -0.806, -0.394]],
  "charge": 1,
  "e_tot_ev": -14278.816,
  "relative_energy_kj_mol": 525.5,
  "e_lumo_ha": [-0.2003, -0.2003],
  "homo_ev": [-12.6, -12.6],
  "spin_multiplicity": 1,
  "homo_lumo_gap_ev": [7.160, 7.162]
}

***

(4)
{
  "formula": "C12H22N3O4S",
  "method": "ωB97M-V/def2-TZVPD",
  "symbols": ["C", "C", "N", "C", "C", "C", "C", "O", "N", "S", "C", "O", "C", "N", "H", "H", "H", "H", "H", "H", "H", "H", "H", "H", "C", "C", "O", "H", "H", "H", "H", "H", "H", "C", "C", "O", "H", "H", "H", "H", "H", "H"],
  "coordinates": [[-3.18818, 0.64670, 2.47112], [-2.44711, 0.15781, 1.17135], [-2.56385, 0.77807, -0.11052], [-1.76373, -0.02141, -0.95282], [-1.75706, 0.43900, -2.44275], [-0.15176, 0.62668, -2.91654], [0.39384, 2.16590, -2.80235], [0.78731, 0.98562, -1.83557], [-1.17467, -1.07195, -0.30860], [-0.13093, -2.25983, -1.02317], [-1.56426, -1.01629, 1.06607], [-1.27838, -1.85217, 2.14501], [0.10710, -1.94876, 2.32308], [1.13125, -2.48495, 2.38750], [-3.79742, 1.57841, 2.30519], [-3.93625, -0.17425, 2.71517], [-2.49127, 0.75418, 3.35185], [-3.09580, 1.60277, -0.38529], [-2.25222, 1.42611, -2.62858], [-2.13473, -0.40237, -3.08719], [0.22640, -0.00984, -3.81471], [1.38138, 2.43262, -3.31843], [-0.04416, 2.76798, -1.95666], [-0.25248, -2.00077, -2.38349], [0.22489, -5.20150, 4.21382], [-0.92554, -5.88924, 4.92380], [-1.56596, -4.98674, 5.81966], [0.95400, -4.82958, 4.93671], [0.72685, -5.88782, 3.52826], [-0.13168, -4.33770, 3.64739], [-0.56321, -6.73765, 5.50525], [-1.66560, -6.25468, 4.20417], [-1.89329, -4.24332, 5.30011], [4.55705, 5.61094, -3.67120], [3.33570, 4.88112, -3.14933], [2.74427, 4.09855, -4.18634], [4.28703, 6.25969, -4.50698], [5.01377, 6.21803, -2.88716], [5.30112, 4.90203, -4.04443], [2.58692, 5.59250, -2.79792], [3.60243, 4.22052, -2.31775], [3.40820, 3.46559, -4.48775]],
  "forces_ev_per_angstrom": [[-0.249, -1.059, -0.661], [1.023, -1.170, 0.822], [3.005, -4.719, 1.470], [-1.610, 2.360, -0.768], [3.360, -1.558, -0.261], [0.438, 3.455, 1.009], [1.445, -3.925, 2.375], [-1.731, -0.873, -2.805], [-1.555, 2.001, -0.214], [0.463, -0.490, -0.438], [-3.176, 4.306, -0.365], [2.826, 0.989, -1.349], [-2.176, -1.594, -0.447], [-0.336, 1.114, 0.111], [0.919, -0.859, 0.059], [0.899, 1.019, -0.112], [-0.683, -0.013, -1.136], [0.262, -0.454, 0.166], [0.154, -1.214, 0.504], [-0.094, 1.040, 0.571], [-0.615, 1.167, 1.855], [-2.085, 0.146, 0.405], [-0.097, 0.215, -2.091], [-0.384, 0.276, 1.239], [0.102, -0.136, 0.044], [-0.042, 0.366, -0.195], [-0.053, -0.038, 0.160], [-0.031, -0.082, -0.029], [0.007, 0.088, -0.024], [-0.043, -0.119, -0.059], [-0.128, 0.114, 0.092], [0.111, -0.170, -0.050], [0.029, -0.119, 0.113], [0.026, 0.109, -0.020], [0.398, -0.083, -0.126], [-0.286, -0.259, 0.022], [-0.042, 0.003, 0.106], [0.031, -0.039, -0.053], [0.021, 0.011, 0.126], [-0.086, -0.138, -0.125], [0.013, 0.134, 0.121], [-0.031, 0.197, -0.041]],
  "charge": 1,
  "e_tot_ev": -36282.663,
  "relative_energy_kj_mol": 0.0,
  "e_lumo_ha": -0.1224,
  "homo_ev": -12.0,
  "spin_multiplicity": 1,
  "homo_lumo_gap_ev": 8.672
}

***

Please write out number 3 again, unchanged.
{
  "formula": "C12H22N",
  "method": "ωB97M-V/def2-TZVPD",
  "symbols": ["C", "C", "C", "C", "C", "C", "C", "C", "C", "C", "C", "C", "N", "H", "H", "H", "H", "H", "H", "H", "H", "H", "H", "H", "H", "H", "H", "H", "H", "H", "H", "H", "H", "H", "H"],
  "coordinates": [[-1.07500, 2.74783, 0.20614], [0.83062, 1.07421, 1.87709], [-2.08847, 0.49978, -0.54515], [-3.13298, -0.25731, 0.09061], [-1.47981, 1.55761, -0.09011], [-4.02906, -1.26681, -0.47887], [3.01697, 1.56963, -0.21281], [-0.47627, -2.10889, -0.01392], [2.45125, -1.15346, 0.63832], [1.93203, 0.79057, -1.00387], [0.55258, -1.42921, -0.90286], [1.38160, -0.33298, -0.04277], [0.52990, 0.42308, 0.84402], [-0.08272, 3.01868, 0.41642], [-1.86948, 3.43657, 0.28453], [1.71744, 0.88100, 2.51865], [0.05266, 1.80740, 2.34450], [-2.06369, 0.19309, -1.61492], [-3.42927, -0.05658, 1.15887], [-3.60192, -2.20914, -0.26356], [-4.11908, -1.27778, -1.57661], [-4.93767, -1.17851, 0.11335], [3.11285, 2.60669, -0.52988], [2.75944, 1.72371, 0.83195], [3.95874, 1.00407, -0.43462], [-1.23786, -2.43554, -0.80903], [-0.97922, -1.35077, 0.53074], [-0.23696, -3.06949, 0.52374], [3.47257, -0.88048, 0.15599], [2.09355, -2.21577, 0.49283], [2.46644, -0.90986, 1.72466], [2.26600, 0.36303, -1.89646], [1.08881, 1.38592, -1.31209], [1.15897, -2.19847, -1.44995], [-0.00298, -0.75182, -1.57495]],
  "forces_ev_per_angstrom": [[-0.875, -1.374, -0.296], [-0.889, -0.214, 1.589], [-4.922, -4.638, -1.710], [1.606, 2.055, 0.947], [2.152, 1.996, 1.537], [0.039, 1.164, -0.753], [0.158, -0.151, -1.702], [-1.200, -2.123, -2.473], [1.153, -0.061, 0.152], [-0.387, 0.208, 2.771], [0.103, 2.002, 0.982], [0.329, -1.262, -1.683], [-1.230, 1.106, -0.504], [0.985, 0.268, 0.407], [-0.714, 1.210, -0.266], [-0.252, 0.286, -0.588], [1.332, -1.308, -0.882], [0.515, 0.742, 0.586], [0.900, 0.119, -0.991], [0.549, -1.387, 0.625], [-0.271, 0.368, 0.451], [-0.398, -0.303, -0.614], [0.264, -0.079, -0.606], [0.348, -0.696, 0.147], [-0.530, 0.979, 0.905], [0.612, 0.025, 1.240], [-0.234, 0.170, 1.209], [0.163, 1.394, -0.224], [-1.661, -1.173, 1.066], [1.352, 0.977, 0.552], [0.426, -0.409, -0.704], [1.019, -0.833, -1.259], [-0.399, 0.505, 0.070], [-0.197, 1.243, 0.412], [0.151, -0.806, -0.394]],
  "charge": 1,
  "e_tot_ev": -14278.816,
  "relative_energy_kj_mol": 525.5,
  "e_lumo_ha": [-0.2003, -0.2003],
  "homo_ev": [-12.6, -12.6],
  "spin_multiplicity": 1,
  "homo_lumo_gap_ev": [7.160, 7.162]
}